Density functional theory data (the ωB97M-V functional and the def2-TZVPD basis) for 2 unconnected molecules or ions with the total composition CH2N2O3 at a distorted geometry.

ORCA input file:
```
! RIJCOSX wB97M-V def2-TZVPD def2/J DEFGRID3
* xyz 0 1
C 1.80 1.00 -1.19
N 1.43 0.75 -0.15
O 1.06 0.24 0.89
H 2.29 1.33 -2.06
O -1.09 -0.36 -0.69
N -1.22 -1.13 0.21
O -2.21 -0.71 1.08
H -2.05 -1.12 1.92
*
```

Summary:
- energy relative to the best compared isomer or geometry (same formula, charge and spin) (kJ/mol) = 394.13
- highest occupied orbital energy (eV) = -10.1
- structure (SMILES) = C#[N+][O-].O=NO
- HOMO-LUMO gap (eV) = 10.5
- E (eV) = -10186.0112

Atom charges from the Löwdin analysis, given in e for atoms 1 to 5:
1 C 0.15
2 N -0.21
3 O -0.02
4 H 0.08
5 O 0.00

Density functional theory data (the ωB97M-V functional and the def2-TZVPD basis) for a molecular structure, CH2N2O3 at a distorted geometry.

ORCA input file:
```
! RIJCOSX wB97M-V def2-TZVPD def2/J DEFGRID3
* xyz 0 1
C 0.16 0.49 0.18
N 1.38 0.45 -0.57
N -0.68 -0.69 0.46
O 1.61 -0.54 -1.25
O -0.11 -1.77 0.22
O -1.83 -0.57 0.75
H -0.62 1.27 -0.75
H 0.09 1.36 0.96
*
```

Summary:
- energy relative to the best compared isomer or geometry (same formula, charge and spin) (kJ/mol) = 525.37
- highest occupied orbital energy (eV) = -10.1
- HOMO-LUMO gap (eV) = 8.8
- E (eV) = -10184.6510

Atom charges from the Löwdin analysis, given in e for atoms 1 to 5:
1 C -0.13
2 N -0.05
3 N -0.41
4 O 0.01
5 O 0.07

Density functional theory data (the ωB97M-V functional and the def2-TZVPD basis) for a molecular structure, CH2N2O3 at a distorted geometry.

ORCA input file:
```
! RIJCOSX wB97M-V def2-TZVPD def2/J DEFGRID3
* xyz 0 1
N 0.30 -1.04 -0.80
C 0.24 0.14 -0.01
O 0.88 1.26 -0.49
N -1.35 0.50 0.17
O -1.95 -0.04 1.04
O 0.78 -0.69 0.86
H 1.72 1.37 -0.02
H -0.62 -1.50 -0.76
*
```

Summary:
- energy relative to the best compared isomer or geometry (same formula, charge and spin) (kJ/mol) = 378.33
- highest occupied orbital energy (spin up / spin down) (eV) = -9.3 / -9.3
- HOMO-LUMO gap (spin up / spin down) (eV) = 8.1 / 8.1
- E (eV) = -10186.1750

Atom charges from the Löwdin analysis, given in e for atoms 1 to 5:
1 N 0.29
2 C -0.78
3 O 0.08
4 N 0.05
5 O 0.04

Density functional theory data (the ωB97M-V functional and the def2-TZVPD basis) for a single CH2N2O3 molecule at a distorted geometry.

ORCA input file:
```
! RIJCOSX wB97M-V def2-TZVPD def2/J DEFGRID3
* xyz 0 1
O 0.24 -2.38 -0.40
C 0.17 -1.27 -0.07
N -0.78 0.00 0.70
O -1.54 0.70 -0.27
N 0.55 -0.11 0.39
O 1.45 0.66 -0.61
H -2.13 1.25 0.27
H 2.05 1.13 -0.01
*
```

Summary:
- energy relative to the best compared isomer or geometry (same formula, charge and spin) (kJ/mol) = 477.58
- highest occupied orbital energy (eV) = -8.9
- structure (SMILES) = O=C1N(O)N1O
- HOMO-LUMO gap (eV) = 8.7
- E (eV) = -10185.1464

Atom charges from the Löwdin analysis, given in e for atoms 1 to 5:
1 O 0.22
2 C -0.27
3 N -0.03
4 O -0.05
5 N -0.06

Density functional theory data (the ωB97M-V functional and the def2-TZVPD basis) for 2 unconnected molecules or ions with the total composition CH2N2O3S at a distorted geometry.

ORCA input file:
```
! RIJCOSX wB97M-V def2-TZVPD def2/J DEFGRID3
* xyz 0 3
C -1.02 0.80 -0.61
N -1.03 -0.40 -0.13
N 1.48 -0.24 -0.23
O -1.06 1.88 -0.05
O 2.18 -0.07 -1.17
O 1.50 -0.46 0.93
S -0.76 -0.54 1.46
H -0.99 0.81 -1.68
H -0.29 -1.78 1.48
*
```

Summary:
- energy relative to the best compared isomer or geometry (same formula, charge and spin) (kJ/mol) = 190.41
- highest occupied orbital energy (spin up / spin down) (eV) = -8.9 / -10.2
- HOMO-LUMO gap (spin up / spin down) (eV) = 8.6 / 7.5
- E (eV) = -21020.4865

Atom charges from the Löwdin analysis, given in e for atoms 1 to 5:
1 C -0.59
2 N -0.34
3 N -0.22
4 O 0.01
5 O 0.17

Density functional theory data (the ωB97M-V functional and the def2-TZVPD basis) for a molecular structure, CH2N2O3Si at a distorted geometry.

ORCA input file:
```
! RIJCOSX wB97M-V def2-TZVPD def2/J DEFGRID3
* xyz 0 1
C -1.77 -0.31 -0.10
N -2.89 -0.21 -0.05
N 0.60 2.22 -0.01
O 0.34 1.33 0.71
O 0.89 -0.53 -1.39
O 0.51 -1.72 1.10
Si 0.07 -0.81 -0.16
H 1.46 -1.82 0.92
H 0.80 1.85 -1.02
*
```

Summary:
- energy relative to the best compared isomer or geometry (same formula, charge and spin) (kJ/mol) = 0.00
- highest occupied orbital energy (eV) = -10.9
- HOMO-LUMO gap (eV) = 9.4
- E (eV) = -18068.3210

Atom charges from the Löwdin analysis, given in e for atoms 1 to 5:
1 C -0.23
2 N 0.10
3 N 0.11
4 O -0.09
5 O -0.30

Density functional theory data (the ωB97M-V functional and the def2-TZVPD basis) for 2 unconnected molecules or ions with the total composition CH2N2O3Si at a distorted geometry.

ORCA input file:
```
! RIJCOSX wB97M-V def2-TZVPD def2/J DEFGRID3
* xyz 0 3
C -0.36 2.00 -0.27
N -0.07 2.94 0.27
N -1.72 -1.79 0.23
O -2.74 -1.54 0.79
O -1.03 -0.68 -0.40
O 2.15 -0.46 -0.10
Si -0.87 0.47 -1.50
H 2.17 0.27 0.56
H 2.47 -1.21 0.42
*
```

Summary:
- energy relative to the best compared isomer or geometry (same formula, charge and spin) (kJ/mol) = 284.26
- highest occupied orbital energy (spin up / spin down) (eV) = -7.3 / -11.6
- HOMO-LUMO gap (spin up / spin down) (eV) = 6.2 / 8.0
- E (eV) = -18063.1739

Atom charges from the Löwdin analysis, given in e for atoms 1 to 5:
1 C -0.40
2 N 0.04
3 N 0.00
4 O 0.08
5 O -0.43

Density functional theory data (the ωB97M-V functional and the def2-TZVPD basis) for a single CH2N2O4 molecule at a distorted geometry.

ORCA input file:
```
! RIJCOSX wB97M-V def2-TZVPD def2/J DEFGRID3
* xyz 0 1
O 3.47 0.41 -0.06
N 2.36 0.45 -0.43
O 1.50 0.03 0.57
C 0.12 0.19 0.17
N -0.18 1.68 -0.03
O 0.75 2.39 0.05
O -1.32 1.91 -0.18
H -0.18 -0.21 -0.72
H -0.59 -0.30 0.85
*
```

Summary:
- energy relative to the best compared isomer or geometry (same formula, charge and spin) (kJ/mol) = 325.07
- highest occupied orbital energy (eV) = -10.9
- structure (SMILES) = O=NOC[N+](=O)[O-]
- HOMO-LUMO gap (eV) = 10.9
- E (eV) = -12233.2816

Atom charges from the Löwdin analysis, given in e for atoms 1 to 5:
1 O 0.09
2 N -0.05
3 O -0.06
4 C -0.05
5 N -0.42

Density functional theory data (the ωB97M-V functional and the def2-TZVPD basis) for a molecular structure, CH2N2O4P at a distorted geometry.

ORCA input file:
```
! RIJCOSX wB97M-V def2-TZVPD def2/J DEFGRID3
* xyz 1 1
C 0.93 1.99 0.19
N -1.63 0.77 0.35
N -1.25 -0.30 0.74
O 2.42 -1.34 -0.14
O 1.26 1.23 -0.57
O 0.95 -1.08 -2.38
O -0.30 -0.95 0.15
P 1.28 -1.04 -0.97
H -2.28 1.41 0.93
H -1.37 -0.68 1.69
*
```

Summary:
- energy relative to the best compared isomer or geometry (same formula, charge and spin) (kJ/mol) = 112.18
- highest occupied orbital energy (eV) = -17.2
- HOMO-LUMO gap (eV) = 10.5
- E (eV) = -21516.3252

Atom charges from the Löwdin analysis, given in e for atoms 1 to 5:
1 C 0.12
2 N 0.24
3 N -0.09
4 O -0.15
5 O -0.01

Density functional theory data (the ωB97M-V functional and the def2-TZVPD basis) for a single CH2N2OS molecule at a distorted geometry.

ORCA input file:
```
! RIJCOSX wB97M-V def2-TZVPD def2/J DEFGRID3
* xyz 0 3
C 1.09 -0.98 0.66
N 1.15 -2.44 0.00
N 0.15 -0.16 0.09
O 0.47 -2.48 -0.98
S 2.09 -0.84 1.97
H -0.19 -0.54 -0.87
H -0.12 0.71 0.57
*
```

Summary:
- energy relative to the best compared isomer or geometry (same formula, charge and spin) (kJ/mol) = 141.04
- highest occupied orbital energy (spin up / spin down) (eV) = -8.6 / -9.2
- HOMO-LUMO gap (spin up / spin down) (eV) = 9.2 / 7.0
- E (eV) = -16928.5071

Atom charges from the Löwdin analysis, given in e for atoms 1 to 5:
1 C -0.87
2 N -0.05
3 N 0.06
4 O -0.03
5 S 0.63

Density functional theory data (the ωB97M-V functional and the def2-TZVPD basis) for a single CH2N2OS2 molecule at a distorted geometry.

ORCA input file:
```
! RIJCOSX wB97M-V def2-TZVPD def2/J DEFGRID3
* xyz 0 1
N -1.68 -2.90 -1.71
C -0.68 -2.56 -1.33
S 0.73 -1.68 -0.18
N -0.30 -0.36 -0.33
O 1.91 -1.54 -0.99
S 0.79 -2.59 1.52
H -0.56 0.45 0.29
H -0.43 -0.15 -1.31
*
```

Summary:
- energy relative to the best compared isomer or geometry (same formula, charge and spin) (kJ/mol) = 200.82
- highest occupied orbital energy (eV) = -10.5
- structure (SMILES) = N#C[S@](N)(=O)=S
- HOMO-LUMO gap (eV) = 9.8
- E (eV) = -27764.2075

Atom charges from the Löwdin analysis, given in e for atoms 1 to 5:
1 N 0.07
2 C -0.31
3 S 0.29
4 N -0.17
5 O -0.39

Density functional theory data (the ωB97M-V functional and the def2-TZVPD basis) for 2 unconnected molecules or ions with the total composition CH2N2OS2 at a distorted geometry.

ORCA input file:
```
! RIJCOSX wB97M-V def2-TZVPD def2/J DEFGRID3
* xyz 0 1
C 0.25 2.29 0.05
N -0.53 3.10 0.24
N -0.68 -1.35 0.17
O -4.27 0.64 -0.03
S -2.20 -1.08 0.71
S -2.85 0.58 -0.36
H 0.85 1.53 -0.51
H -0.35 -2.28 0.50
*
```

Summary:
- energy relative to the best compared isomer or geometry (same formula, charge and spin) (kJ/mol) = 215.82
- highest occupied orbital energy (spin up / spin down) (eV) = -9.1 / -9.2
- HOMO-LUMO gap (spin up / spin down) (eV) = 8.0 / 7.8
- E (eV) = -27764.0520

Atom charges from the Löwdin analysis, given in e for atoms 1 to 5:
1 C -0.13
2 N 0.05
3 N -0.46
4 O -0.65
5 S 0.55

Density functional theory data (the ωB97M-V functional and the def2-TZVPD basis) for 2 unconnected molecules or ions with the total composition CH2N2S2 at a distorted geometry.

ORCA input file:
```
! RIJCOSX wB97M-V def2-TZVPD def2/J DEFGRID3
* xyz 0 1
C 1.33 1.24 -0.06
N 1.45 -1.12 -0.26
N 1.61 0.09 -0.31
S 1.34 2.80 -0.19
S -3.35 -0.23 -0.21
H 1.00 -1.51 0.50
H -3.38 -1.26 0.53
*
```

Summary:
- energy relative to the best compared isomer or geometry (same formula, charge and spin) (kJ/mol) = 386.77
- highest occupied orbital energy (spin up / spin down) (eV) = -9.0 / -8.5
- HOMO-LUMO gap (spin up / spin down) (eV) = 7.5 / 5.9
- E (eV) = -25715.2027

Atom charges from the Löwdin analysis, given in e for atoms 1 to 5:
1 C -0.72
2 N 0.10
3 N -0.11
4 S 0.70
5 S 0.37

Density functional theory data (the ωB97M-V functional and the def2-TZVPD basis) for 2 unconnected molecules or ions with the total composition CH2N2S2 at a distorted geometry.

ORCA input file:
```
! RIJCOSX wB97M-V def2-TZVPD def2/J DEFGRID3
* xyz 0 1
C 1.15 0.24 0.28
N 1.83 1.04 0.72
N 0.31 -0.55 -0.39
S 0.06 -2.09 -0.02
S -1.44 1.38 0.54
H -0.78 -2.30 -0.94
H -1.13 2.29 -0.19
*
```

Summary:
- energy relative to the best compared isomer or geometry (same formula, charge and spin) (kJ/mol) = 329.00
- highest occupied orbital energy (spin up / spin down) (eV) = -9.3 / -9.8
- HOMO-LUMO gap (spin up / spin down) (eV) = 7.2 / 7.5
- E (eV) = -25715.8015

Atom charges from the Löwdin analysis, given in e for atoms 1 to 5:
1 C -0.58
2 N 0.15
3 N -0.46
4 S 0.88
5 S 0.52

Density functional theory data (the ωB97M-V functional and the def2-TZVPD basis) for 2 unconnected molecules or ions with the total composition CH2N2S2 at a distorted geometry.

ORCA input file:
```
! RIJCOSX wB97M-V def2-TZVPD def2/J DEFGRID3
* xyz 0 3
C -1.70 0.02 0.33
N -1.34 -0.65 1.17
N 1.42 -0.11 -0.38
S 0.60 1.05 -1.13
S 1.49 -0.31 1.20
H -2.24 0.77 -0.15
H 1.77 -0.76 -1.04
*
```

Summary:
- energy relative to the best compared isomer or geometry (same formula, charge and spin) (kJ/mol) = 158.99
- highest occupied orbital energy (spin up / spin down) (eV) = -7.9 / -8.7
- HOMO-LUMO gap (spin up / spin down) (eV) = 8.4 / 5.5
- E (eV) = -25715.7881

Atom charges from the Löwdin analysis, given in e for atoms 1 to 5:
1 C -0.20
2 N 0.02
3 N -1.12
4 S 0.60
5 S 0.66

Density functional theory data (the ωB97M-V functional and the def2-TZVPD basis) for 2 unconnected molecules or ions with the total composition CH2N3O at a distorted geometry.

ORCA input file:
```
! RIJCOSX wB97M-V def2-TZVPD def2/J DEFGRID3
* xyz 1 1
C -1.62 -0.19 -0.03
N 2.93 -0.64 -0.01
N 1.91 -0.24 -0.05
N -0.62 0.53 -0.09
O -2.43 -0.97 -0.02
H -0.65 1.37 0.48
H 0.47 0.14 -0.28
*
```

Summary:
- energy relative to the best compared isomer or geometry (same formula, charge and spin) (kJ/mol) = 36.24
- highest occupied orbital energy (eV) = -18.5
- HOMO-LUMO gap (eV) = 13.4
- E (eV) = -7579.3593

Atom charges from the Löwdin analysis, given in e for atoms 1 to 5:
1 C -0.19
2 N 0.20
3 N 0.09
4 N 0.23
5 O 0.39

Density functional theory data (the ωB97M-V functional and the def2-TZVPD basis) for a gas-phase ion, CH2N3O2 (charge +1) at a distorted geometry.

ORCA input file:
```
! RIJCOSX wB97M-V def2-TZVPD def2/J DEFGRID3
* xyz 1 3
C 1.06 -0.12 0.11
N -1.45 -0.35 -0.21
N -0.82 -1.49 -0.05
N -1.07 0.75 0.01
O -1.17 1.90 -0.08
O 0.48 -1.28 0.03
H 0.86 0.80 -0.34
H 2.11 -0.20 0.53
*
```

Summary:
- energy relative to the best compared isomer or geometry (same formula, charge and spin) (kJ/mol) = 236.94
- highest occupied orbital energy (spin up / spin down) (eV) = -14.6 / -18.2
- HOMO-LUMO gap (spin up / spin down) (eV) = 6.8 / 9.2
- E (eV) = -9616.3354

Atom charges from the Löwdin analysis, given in e for atoms 1 to 5:
1 C 0.24
2 N 0.12
3 N 0.18
4 N -0.13
5 O 0.28

Density functional theory data (the ωB97M-V functional and the def2-TZVPD basis) for a single CH2N4O molecule at a distorted geometry.

ORCA input file:
```
! RIJCOSX wB97M-V def2-TZVPD def2/J DEFGRID3
* xyz 0 1
H 0.24 0.97 2.44
N 0.17 0.10 2.00
C 0.11 0.09 0.80
N 0.60 -1.06 -0.08
N 0.27 -0.85 -1.24
N -0.36 0.50 -1.35
O -0.54 0.88 -0.10
H -1.25 0.58 -1.76
*
```

Summary:
- energy relative to the best compared isomer or geometry (same formula, charge and spin) (kJ/mol) = 301.74
- highest occupied orbital energy (eV) = -9.9
- structure (SMILES) = [H]/N=c1/nn[nH]o1
- HOMO-LUMO gap (eV) = 10.2
- E (eV) = -9073.1707

Atom charges from the Löwdin analysis, given in e for atoms 1 to 5:
1 H 0.05
2 N 0.19
3 C -0.45
4 N 0.09
5 N 0.04

Density functional theory data (the ωB97M-V functional and the def2-TZVPD basis) for a molecular structure, CH2N4O2 at a distorted geometry.

ORCA input file:
```
! RIJCOSX wB97M-V def2-TZVPD def2/J DEFGRID3
* xyz 0 1
C 1.70 0.77 0.01
N 2.33 1.81 -0.06
N -1.64 0.24 -0.26
N -0.36 -0.11 0.00
N 0.27 -1.08 0.15
O 1.91 -0.49 -0.13
O -0.13 -2.19 0.23
H -1.51 1.26 0.19
H -2.58 -0.21 -0.12
*
```

Summary:
- energy relative to the best compared isomer or geometry (same formula, charge and spin) (kJ/mol) = 738.72
- highest occupied orbital energy (eV) = -10.2
- HOMO-LUMO gap (eV) = 8.5
- E (eV) = -11115.9648

Atom charges from the Löwdin analysis, given in e for atoms 1 to 5:
1 C -0.41
2 N 0.18
3 N 0.08
4 N -0.10
5 N -0.21

Density functional theory data (the ωB97M-V functional and the def2-TZVPD basis) for 2 unconnected molecules or ions with the total composition CH2N4O3S2 at a distorted geometry.

ORCA input file:
```
! RIJCOSX wB97M-V def2-TZVPD def2/J DEFGRID3
* xyz 0 3
C -1.40 2.15 0.30
N -2.35 2.18 0.97
N 1.73 -0.99 -0.45
N 0.68 -0.05 -0.71
N 0.68 1.06 -0.18
O 1.57 1.57 0.59
O -0.39 2.14 -0.44
O -0.98 -1.40 1.40
S -2.42 -2.88 -0.46
S -1.33 -1.53 -0.03
H 2.42 -0.70 0.22
H 1.79 -1.56 -1.21
*
```

Summary:
- highest occupied orbital energy (spin up / spin down) (eV) = -8.1 / -10.5
- HOMO-LUMO gap (spin up / spin down) (eV) = 7.1 / 6.7
- E (eV) = -34832.5595

Atom charges from the Löwdin analysis, given in e for atoms 1 to 5:
1 C -0.39
2 N 0.19
3 N 0.13
4 N -0.04
5 N -0.22